(w)
C5H2N | the ωB97M-V functional and the def2-TZVPD basis

Positions of all 8 atoms, in Å:
1 C 0.60728 -1.95234 0.13437
2 C 1.42413 -2.52484 -0.49041
3 C -0.54641 2.28322 -1.16885
4 C -0.39336 1.29891 -0.48903
5 C 0.07370 -0.90701 1.07179
6 N -0.20682 0.22290 0.89256
7 H -0.95801 2.91027 -1.95575
8 H -0.00051 -1.33110 2.00532

Properties
Molar mass ... 76.1 g mol⁻¹
HOMO energy (spin up / spin down) ... -16.3 / -16.6 eV
Charge ... +1
Frontier orbital gap (spin up / spin down) ... 0.31456 / 0.25532 hartree

---

(x)
C5H2N | the ωB97M-V functional and the def2-TZVPD basis

Positions of all 8 atoms, in Å:
1 C 3.47098 1.64601 -3.06746
2 C 2.74641 1.17407 -2.34084
3 C -2.11721 0.22776 0.70750
4 C -0.94988 0.01319 0.57995
5 C 1.34791 -0.30192 -0.28074
6 N 0.29880 -0.14248 0.15621
7 H -3.21690 0.31493 1.07723
8 H 2.29206 -0.68620 -0.50731

Properties
Molar mass ... 76.1 g mol⁻¹
HOMO energy (spin up / spin down) ... -15.6 / -15.6 eV
Charge ... +1
Frontier orbital gap (spin up / spin down) ... 0.33291 / 0.29209 hartree

---

According to the calculations, the structures order from most to least stable as (w), (x).

---

(w)
C42H112N8O12 | the ωB97M-V functional and the def2-TZVPD basis

Positions of all 174 atoms, in Å:
1 C 0.40159 0.44843 3.11069
2 O -0.67999 0.95026 2.34433
3 C -0.58540 0.50460 1.03633
4 C -1.78953 0.84295 0.15888
5 C -3.12908 0.45116 0.76051
6 N -1.52251 0.21475 -1.14790
7 H 1.34003 0.83092 2.67968
8 H 0.48919 -0.64009 2.98439
9 H 0.28830 0.75008 4.14414
10 H 0.24248 0.99645 0.49180
11 H -0.34791 -0.56910 0.92373
12 H -1.75744 1.92282 -0.01440
13 H -3.23506 -0.57426 1.10344
14 H -3.86230 0.66632 -0.02548
15 H -3.38567 1.16138 1.55068
16 H -1.19343 -0.74310 -1.04684
17 H -2.44572 0.10930 -1.55946
18 C -5.21196 -0.90546 4.46235
19 O -3.80335 -1.07258 4.51099
20 C -3.31754 -2.14016 3.74658
21 C -1.89340 -2.41367 4.21639
22 C -1.08337 -3.16590 3.17491
23 N -1.85330 -3.08844 5.52274
24 H -5.52133 -0.52095 3.48589
25 H -5.46750 -0.14988 5.20513
26 H -5.72240 -1.83674 4.71688
27 H -3.87446 -3.06457 3.96082
28 H -3.31093 -1.96561 2.66566
29 H -1.40097 -1.45489 4.40970
30 H -1.22698 -2.64865 2.21718
31 H -1.37154 -4.21123 3.05081
32 H -0.01083 -3.14614 3.36755
33 H -2.61443 -3.74930 5.62971
34 H -1.94365 -2.42204 6.27865
35 C 1.41244 0.10141 6.93313
36 O 2.40829 1.08450 7.00364
37 C 3.55683 0.71872 6.29090
38 C 4.40752 1.91405 5.84885
39 C 5.30912 1.46616 4.71020
40 N 5.25956 2.38327 6.94958
41 H 0.58031 0.21088 7.62645
42 H 1.80679 -0.90142 7.16038
43 H 1.02081 0.05883 5.91046
44 H 4.19973 0.07168 6.91759
45 H 3.33159 0.05117 5.44395
46 H 3.73740 2.71712 5.54270
47 H 4.81321 0.85889 3.95344
48 H 6.21043 0.97381 5.07960
49 H 5.70450 2.33790 4.17922
50 H 4.71426 2.94344 7.60011
51 H 5.54823 1.61272 7.54535
52 C -2.10155 4.39400 -1.86135
53 O -2.09458 4.17226 -3.24348
54 C -1.56027 2.93241 -3.62356
55 C -1.51272 2.77521 -5.12384
56 C -0.91973 1.39819 -5.44824
57 N -0.73137 3.81336 -5.80620
58 H -1.12383 4.13386 -1.42924
59 H -2.89086 3.81802 -1.36356
60 H -2.25830 5.45907 -1.70321
61 H -0.56602 2.79209 -3.16524
62 H -2.21331 2.13840 -3.22591
63 H -2.54359 2.70146 -5.48322
64 H -1.29914 1.01305 -6.39623
65 H -1.20467 0.62020 -4.73126
66 H 0.16862 1.44337 -5.48875
67 H -0.13823 4.23093 -5.09598
68 H -1.30874 4.56248 -6.16413
69 C -6.47189 -2.47966 -1.30470
70 O -5.20971 -1.93670 -1.61609
71 C -5.16449 -0.68087 -2.28346
72 C -5.83782 -0.47002 -3.63340
73 C -5.49394 0.91230 -4.17990
74 N -7.32805 -0.50020 -3.53921
75 H -6.25280 -3.35882 -0.69513
76 H -7.09890 -2.73529 -2.14942
77 H -7.02358 -1.84735 -0.59265
78 H -5.41926 0.16200 -1.63007
79 H -4.10496 -0.62030 -2.55949
80 H -5.48805 -1.26925 -4.29365
81 H -5.96054 1.66490 -3.54677
82 H -5.79113 0.97375 -5.22136
83 H -4.41400 1.06085 -4.05527
84 H -7.70398 -1.31194 -3.07771
85 H -7.65504 -0.62745 -4.49475
86 C -1.20581 -3.07122 -7.95012
87 O -1.53884 -2.56140 -6.68691
88 C -2.60779 -3.25594 -6.10029
89 C -3.03494 -2.59015 -4.82102
90 C -1.79000 -2.24950 -3.97866
91 N -3.90950 -3.47157 -4.05418
92 H -0.99256 -4.14934 -7.93400
93 H -0.28921 -2.57262 -8.26189
94 H -1.99262 -2.91711 -8.69859
95 H -3.46204 -3.22141 -6.80021
96 H -2.41050 -4.32925 -5.95996
97 H -3.56118 -1.65710 -5.02850
98 H -2.03991 -1.70299 -3.06699
99 H -1.19704 -1.55507 -4.58041
100 H -1.21350 -3.14564 -3.75434
101 H -4.10304 -3.07040 -3.14359
102 H -3.48988 -4.38425 -3.93265
103 C 4.56312 -3.94256 0.21295
104 O 3.58912 -3.61940 1.18799
105 C 2.27058 -4.01149 0.89509
106 C 1.52631 -3.05934 -0.03036
107 N 1.71777 -3.44431 -1.43698
108 C 1.34897 -2.39313 -2.39645
109 C 1.70629 -2.94128 -3.76052
110 O 3.09620 -3.15380 -3.92720
111 C 3.82938 -1.96598 -3.74542
112 H 4.31998 -3.58238 -0.78962
113 H 4.71194 -5.02763 0.18596
114 H 5.46957 -3.45708 0.56734
115 H 1.72145 -4.07356 1.83815
116 H 2.26979 -5.03950 0.50865
117 H 1.87866 -2.02914 0.12124
118 H 0.45637 -3.19415 0.15692
119 H 2.66237 -3.74561 -1.63938
120 H 1.91281 -1.50900 -2.07108
121 H 0.29478 -2.12336 -2.31715
122 H 1.34385 -2.33011 -4.60000
123 H 1.18250 -3.89161 -3.87596
124 H 4.87012 -2.16902 -4.00946
125 H 3.88062 -1.64964 -2.70188
126 H 3.45179 -1.15127 -4.37000
127 C 2.01733 1.34917 -2.77386
128 O 3.08261 0.70096 -2.12479
129 C 2.98148 0.75790 -0.71074
130 C 4.20348 0.17286 -0.06683
131 N 5.38287 0.90035 -0.52724
132 C 6.60455 0.09379 -0.64106
133 C 7.58488 0.65047 -1.65345
134 O 7.14527 0.42033 -2.98296
135 C 6.64734 1.56880 -3.64532
136 H 1.05041 0.83165 -2.68862
137 H 2.27734 1.46654 -3.82302
138 H 1.85519 2.33313 -2.30339
139 H 2.07820 0.18242 -0.45336
140 H 2.76353 1.79390 -0.41727
141 H 4.29270 -0.89254 -0.31890
142 H 4.10566 0.34901 1.00800
143 H 5.17209 1.29707 -1.43287
144 H 6.35055 -0.91235 -1.01661
145 H 7.02683 0.00271 0.36217
146 H 8.48084 0.02922 -1.53677
147 H 7.88266 1.68642 -1.47121
148 H 7.45886 2.25122 -3.91630
149 H 5.97794 2.14684 -2.99554
150 H 6.06687 1.21882 -4.49340
151 C 1.88045 5.06568 3.15659
152 C 1.61687 3.80533 2.34112
153 C 0.66263 3.98463 1.19042
154 O 2.83115 3.13348 2.00049
155 H 1.95439 5.95270 2.51679
156 H 2.70481 4.98813 3.85929
157 H 1.00235 5.29015 3.77616
158 H 1.18298 3.12078 3.07731
159 H -0.32254 4.22536 1.60284
160 H 0.54214 3.15631 0.49417
161 H 0.90172 4.84939 0.55540
162 H 3.37951 3.65290 1.40310
163 C -2.69251 2.23008 4.71384
164 C -2.19768 1.59412 5.99233
165 C -1.84659 2.65302 7.02084
166 O -3.20522 0.72337 6.55341
167 H -1.95050 2.80206 4.14051
168 H -3.39020 3.05159 4.92697
169 H -3.19121 1.59948 3.97617
170 H -1.37738 0.88122 5.84688
171 H -0.79318 2.93086 6.93299
172 H -2.09494 2.28586 8.01496
173 H -2.37911 3.59434 6.87129
174 H -3.44756 0.13558 5.82340

Properties
SMILES ... COC[C@H](C)N.COC[C@H](C)N.COC[C@H](C)N.COC[C@H](C)N.COC[C@H](C)N.COC[C@H](C)N.COCCNCCOC.COCCNCCOC.CC(C)O.CC(C)O
Molar mass ... 921.4 g mol⁻¹
HOMO energy ... -8.7 eV
Charge ... 0
Frontier orbital gap ... 0.33411 hartree

---

(x)
C42H112N8O12 | the ωB97M-V functional and the def2-TZVPD basis

Positions of all 174 atoms, in Å:
1 C -6.75837 -1.65266 -11.46104
2 O -5.80540 -0.68434 -10.98542
3 C -4.74707 -1.32216 -10.31572
4 C -5.10821 -1.92643 -8.94476
5 C -5.47627 -0.91564 -7.94716
6 N -4.05312 -2.69420 -8.24151
7 H -6.54827 -2.04568 -12.45578
8 H -7.76157 -1.24891 -11.32443
9 H -6.83020 -2.56415 -10.86765
10 H -4.23953 -2.04871 -10.95025
11 H -4.06694 -0.48880 -10.13949
12 H -6.01432 -2.52558 -9.03462
13 H -6.37503 -0.44061 -8.34045
14 H -4.65066 -0.21694 -7.81192
15 H -5.71105 -1.42672 -7.01347
16 H -4.18854 -2.72307 -7.24106
17 H -4.25763 -3.64409 -8.51717
18 C 0.15998 5.22886 -9.83913
19 O 0.24652 6.62468 -9.31516
20 C -0.58444 7.56003 -10.09192
21 C 0.20036 7.99062 -11.27741
22 C -0.21381 9.44306 -11.64602
23 N -0.10243 7.14982 -12.44401
24 H 1.06524 5.06802 -10.42457
25 H -0.77929 5.05738 -10.36493
26 H 0.07285 4.58268 -8.96566
27 H -1.60581 7.26556 -10.33312
28 H -0.72603 8.49662 -9.55261
29 H 1.22724 8.13146 -10.94007
30 H 0.14842 9.76224 -12.62327
31 H 0.33751 10.09355 -10.96705
32 H -1.26826 9.68510 -11.51310
33 H 0.49949 7.48179 -13.18401
34 H 0.22243 6.21763 -12.23048
35 C 8.09004 3.16418 -0.36766
36 O 8.64292 2.02781 0.16436
37 C 7.93780 0.80754 -0.17951
38 C 8.81981 -0.42971 0.21983
39 C 8.20019 -1.73942 -0.08206
40 N 9.29671 -0.46980 1.59350
41 H 7.06800 3.21014 0.00839
42 H 8.21923 3.18401 -1.44980
43 H 8.69218 3.96179 0.06746
44 H 6.95099 0.71505 0.27408
45 H 7.74458 0.76683 -1.25148
46 H 9.76147 -0.41196 -0.32886
47 H 8.07302 -1.86804 -1.15695
48 H 7.25091 -1.78083 0.45202
49 H 8.52322 -2.68259 0.35861
50 H 9.45817 0.50236 1.81469
51 H 10.29461 -0.62520 1.58154
52 C 3.54687 -4.17577 9.57432
53 O 3.93538 -3.45959 8.49464
54 C 5.31605 -3.54054 8.14205
55 C 5.70279 -2.66764 7.02389
56 C 5.14656 -3.08976 5.63483
57 N 7.17562 -2.40663 6.97583
58 H 2.56354 -3.85503 9.91825
59 H 4.34982 -4.10572 10.30812
60 H 3.37493 -5.22157 9.31965
61 H 5.80877 -3.14807 9.03160
62 H 5.62699 -4.58054 8.04300
63 H 5.23921 -1.70320 7.23143
64 H 5.58917 -4.03598 5.32359
65 H 5.40132 -2.40867 4.82285
66 H 4.07345 -3.28072 5.64401
67 H 7.37705 -2.38147 5.98644
68 H 7.53748 -3.32373 7.19508
69 C -6.16110 -4.43370 8.87094
70 O -6.14250 -4.06895 10.23465
71 C -7.40492 -3.44445 10.56163
72 C -7.45971 -3.29233 12.13344
73 C -7.95357 -4.58236 12.77107
74 N -8.33415 -2.13430 12.54042
75 H -6.05813 -3.54269 8.25159
76 H -7.00872 -5.04090 8.55322
77 H -5.31726 -5.05330 8.56740
78 H -7.32751 -2.42728 10.17762
79 H -8.36456 -3.70251 10.11375
80 H -6.42571 -3.14078 12.44325
81 H -8.96651 -4.67377 12.37905
82 H -7.95364 -4.42534 13.84970
83 H -7.27161 -5.36426 12.43691
84 H -8.31745 -1.27993 12.00202
85 H -8.23402 -1.88439 13.51388
86 C -1.49801 -9.03649 2.30723
87 O -0.90679 -8.86085 1.04093
88 C 0.22717 -9.66480 0.82811
89 C 0.75722 -9.65033 -0.69690
90 C -0.36852 -9.99949 -1.64014
91 N 1.82720 -10.72147 -0.80705
92 H -0.83452 -8.58420 3.04432
93 H -1.52679 -10.07427 2.63933
94 H -2.51267 -8.69679 2.51501
95 H 1.12862 -9.36598 1.36308
96 H -0.08770 -10.69157 1.01436
97 H 1.12086 -8.64700 -0.91872
98 H -0.83848 -10.91719 -1.28650
99 H -0.19219 -10.14486 -2.70592
100 H -1.08334 -9.23732 -1.32992
101 H 2.23014 -10.84854 -1.72443
102 H 1.38047 -11.62640 -0.76652
103 C 1.31032 1.58363 -2.20957
104 O 0.70259 0.36866 -1.76288
105 C -0.63566 0.24457 -2.21375
106 C -1.27130 -0.95570 -1.59859
107 N -1.40739 -0.73958 -0.16706
108 C -1.85761 -1.93396 0.62737
109 C -1.77414 -1.54098 2.12570
110 O -1.66094 -2.74684 2.93181
111 C -0.60445 -2.71242 3.84475
112 H 0.77760 1.95570 -3.08471
113 H 2.36371 1.31054 -2.27207
114 H 1.16108 2.36291 -1.46221
115 H -0.71520 0.02035 -3.27747
116 H -1.30475 1.06216 -1.94547
117 H -0.70845 -1.88617 -1.67293
118 H -2.26804 -1.21178 -1.95780
119 H -0.48172 -0.41406 0.07223
120 H -1.15413 -2.74902 0.45730
121 H -2.83840 -2.21069 0.24067
122 H -2.79258 -1.25050 2.38358
123 H -1.05274 -0.74508 2.31068
124 H -0.05313 -1.77404 3.90467
125 H 0.13419 -3.44033 3.50912
126 H -0.81063 -3.02418 4.86866
127 C 0.02824 6.59650 2.35924
128 O 0.84305 7.72472 2.73795
129 C 2.25746 7.43374 2.53091
130 C 2.89063 8.70975 2.04877
131 N 4.00494 8.49938 1.15562
132 C 4.32850 9.59638 0.28899
133 C 3.53468 9.50901 -1.02666
134 O 3.86584 8.20388 -1.66498
135 C 2.99335 8.09720 -2.88464
136 H 0.45096 5.71832 2.84732
137 H -0.11903 6.32685 1.31344
138 H -1.00301 6.70149 2.69630
139 H 2.47635 6.77184 1.69301
140 H 2.73680 7.18013 3.47643
141 H 3.13983 9.22179 2.97819
142 H 2.16286 9.26105 1.45336
143 H 3.81108 7.77112 0.48319
144 H 5.41645 9.60054 0.22218
145 H 4.06965 10.58180 0.67635
146 H 3.88583 10.30941 -1.67793
147 H 2.46187 9.60254 -0.85808
148 H 3.66700 7.54149 -3.53692
149 H 2.75196 9.08557 -3.27574
150 H 2.05939 7.60217 -2.61865
151 C 4.31020 -4.94917 -4.49286
152 C 4.12115 -3.46154 -4.77468
153 C 3.11640 -3.05143 -5.79660
154 O 3.86083 -2.86917 -3.48148
155 H 5.26879 -5.11205 -4.00024
156 H 4.26446 -5.60171 -5.36475
157 H 3.46995 -5.47285 -4.03697
158 H 5.11566 -3.08728 -5.01750
159 H 2.13346 -3.30634 -5.40044
160 H 3.27453 -3.57516 -6.73936
161 H 3.06988 -1.99043 -6.04200
162 H 3.60301 -1.95567 -3.62521
163 C -9.22111 3.52222 6.60846
164 C -8.11130 4.36385 5.90989
165 C -7.89445 3.70128 4.62212
166 O -8.57277 5.74269 5.76616
167 H -8.88241 2.49229 6.49603
168 H -10.14322 3.66853 6.04597
169 H -9.49151 3.83216 7.61787
170 H -7.13307 4.32255 6.38893
171 H -8.81166 3.70914 4.03325
172 H -7.54817 2.67046 4.69689
173 H -7.35483 4.39555 3.97800
174 H -9.43476 5.83390 6.17877

Properties
SMILES ... COC[C@H](C)N.COC[C@H](C)N.COC[C@H](C)N.COC[C@H](C)N.COC[C@H](C)N.COC[C@H](C)N.COCCNCCOC.COCCNCCOC.CC(C)O.CC(C)O
Molar mass ... 921.4 g mol⁻¹
HOMO energy ... -8.6 eV
Charge ... 0
Frontier orbital gap ... 0.32507 hartree

---

According to the calculations, the structures order from most to least stable as (w), (x).

---

(w)
C3H6FN | the ωB97M-V functional and the def2-TZVPD basis

Positions of all 11 atoms, in Å:
1 C 2.00991 0.00836 -0.71137
2 C 2.57188 0.12326 0.32134
3 C -0.59554 1.69205 0.10416
4 N -1.19072 0.64062 0.41727
5 F -2.16185 0.17861 -0.44439
6 H -2.33784 -3.43237 0.61995
7 H 1.95197 -0.14081 -1.74687
8 H 2.57067 0.20288 1.36118
9 H -0.93294 2.24079 -0.68964
10 H -1.98773 -3.36727 -0.11466
11 H 0.10219 1.85389 0.88303

Properties
Molar mass ... 75.1 g mol⁻¹
HOMO energy ... -10.8 eV
Charge ... 0
Frontier orbital gap ... 0.43934 hartree

---

(x)
C3H6FN | the ωB97M-V functional and the def2-TZVPD basis

Positions of all 11 atoms, in Å:
1 F -1.42930 -0.91503 1.14274
2 C -0.21930 -0.54164 0.61414
3 C 0.02937 0.95947 0.64607
4 N 0.14438 0.81703 -0.85278
5 C -0.22321 -0.60213 -0.78641
6 H 0.57464 -1.46385 0.94122
7 H -0.69019 1.72684 0.67682
8 H 0.99631 0.93831 1.25827
9 H 1.22098 1.33047 -1.15187
10 H 0.59360 -1.50665 -0.95810
11 H -0.99728 -0.74281 -1.53008

Properties
SMILES ... FC1CNC1
Molar mass ... 75.1 g mol⁻¹
HOMO energy ... -9.1 eV
Charge ... 0
Frontier orbital gap ... 0.36381 hartree

---

According to the calculations, the structures order from most to least stable as (x), (w).